# 1
The following is a quantum chemistry calculation of a structure of composition C32H36F4N6OPdTe in a non-equilibrium geometry, from OMol25.

Each line ends with the Mulliken charge.
CARTESIAN COORDINATES (ANGSTROEM)
Pd: 1.559 1.008 -1.755  0.606
C: 4.350 1.466 -3.336  -1.126
N: 4.021 1.306 -1.917  0.741
C: 4.894 0.287 -1.340  -1.307
C: 4.183 2.569 -1.190  -1.011
C: 3.202 3.626 -1.693  -0.892
N: 1.862 3.114 -1.561  -0.079
C: 0.811 3.936 -1.720  0.280
C: -0.446 3.537 -1.197  -0.288
F: -0.461 2.357 -0.505  -0.009
C: -1.603 4.273 -1.313  -0.211
F: -2.732 3.785 -0.791  -0.229
C: -1.589 5.505 -1.951  -0.467
C: -0.376 5.948 -2.460  -0.008
F: -0.327 7.125 -3.076  -0.281
C: 0.793 5.209 -2.352  0.999
F: 1.910 5.713 -2.900  -0.288
H: 5.313 1.978 -3.454  0.366
H: 3.574 2.027 -3.859  0.239
H: 4.420 0.484 -3.799  0.417
H: 5.951 0.570 -1.442  0.351
H: 4.750 -0.658 -1.863  0.349
H: 4.674 0.150 -0.280  0.393
H: 5.212 2.948 -1.286  0.387
H: 3.984 2.380 -0.128  0.315
H: 3.446 3.892 -2.730  0.518
H: 3.309 4.543 -1.097  0.541
H: -2.478 6.107 -2.045  0.539
N: 2.158 -0.674 -2.904  -0.814
C: 2.195 -1.788 -2.513  0.723
N: 2.119 -2.958 -2.124  -0.456
C: 2.851 -3.972 -1.871  0.540
N: 3.472 -4.896 -1.569  -0.581
C: -0.778 0.243 -3.869  -1.207
C: -1.219 -0.020 -2.441  0.422
O: -2.427 -0.212 -2.161  -0.535
N: -0.308 -0.069 -1.518  0.765
Te: -1.621 -0.203 0.285  0.522
C: -2.749 -0.278 2.253  0.214
C: -2.134 -0.380 3.490  0.973
C: -0.651 -0.352 3.681  -1.290
C: -2.960 -0.504 4.605  -1.016
C: -4.342 -0.490 4.495  0.530
C: -5.213 -0.643 5.699  -1.586
C: -4.911 -0.307 3.239  -0.960
C: -4.126 -0.166 2.102  1.128
C: -4.755 0.081 0.765  -1.645
C: -0.505 -1.961 0.697  0.593
C: 0.877 -1.900 0.896  1.150
C: 1.609 -0.587 0.934  -1.545
C: 1.576 -3.089 1.069  -0.788
C: 0.938 -4.321 1.019  0.659
C: 1.684 -5.602 1.181  -1.878
C: -0.437 -4.349 0.793  -0.974
C: -1.170 -3.188 0.630  0.686
C: -2.639 -3.247 0.356  -1.740
H: -1.644 0.423 -4.502  0.394
H: -0.245 -0.637 -4.230  0.281
H: -0.093 1.107 -3.901  0.185
H: -0.206 0.469 3.117  0.143
H: -0.210 -1.292 3.350  0.230
H: -0.415 -0.218 4.736  0.477
H: -2.500 -0.601 5.579  0.353
H: -4.621 -0.719 6.605  0.354
H: -5.823 -1.539 5.603  0.346
H: -5.886 0.206 5.787  0.379
H: -5.985 -0.271 3.136  0.470
H: -5.825 0.247 0.875  0.457
H: -4.607 -0.772 0.097  0.351
H: -4.312 0.962 0.290  0.214
H: 0.888 0.241 0.836  -0.269
H: 2.344 -0.534 0.112  -0.069
H: 2.154 -0.479 1.873  0.788
H: 2.645 -3.052 1.232  0.372
H: 2.752 -5.433 1.277  0.367
H: 1.511 -6.238 0.314  0.417
H: 1.330 -6.140 2.060  0.470
H: -0.943 -5.301 0.727  0.492
H: -2.924 -4.240 0.017  0.505
H: -2.898 -2.520 -0.420  0.244
H: -3.220 -3.021 1.252  0.316

As for the total charge: +1. Its spin multiplicity is 2. Its expectation value of S² is 0.792. The calculation puts the HOMO energy (spin up / spin down) at -10.440 / -10.442 eV. Its largest force on an atom is 4.82 eV Å⁻¹. Its relative energy (zero: lowest compared OMol25 entry of this formula, charge and spin) is 116.4 kcal/mol. The calculated total energy comes out at -66385.6854 eV. As for the orbital gap (spin up / spin down): 4.7 / 4.7 eV.



# 2
The following is a quantum chemistry calculation of a structure of composition C35H28BeN4OSi, from OMol25.

Each line ends with the Mulliken charge.
CARTESIAN COORDINATES (ANGSTROEM)
Be: 0.055 0.036 0.210  -1.826
C: 3.487 -1.898 -3.640  -0.479
C: 2.945 -0.625 -3.521  -0.820
C: 2.349 -0.222 -2.335  0.057
C: 2.290 -1.091 -1.249  -0.330
C: 2.829 -2.372 -1.372  0.035
C: 3.425 -2.770 -2.559  -0.770
N: 1.627 -0.682 -0.075  0.862
C: 2.217 -0.730 1.120  -0.223
C: 3.610 -0.922 1.388  -0.638
C: 4.061 -0.893 2.673  -0.627
C: 3.200 -0.702 3.798  -0.640
C: 1.864 -0.564 3.606  -0.737
C: 1.358 -0.577 2.284  0.915
N: 0.091 -0.526 1.858  1.288
N: -1.001 -0.762 2.447  -1.377
C: -1.981 -0.885 1.426  0.365
C: -3.257 -1.322 1.742  -0.913
C: -4.145 -1.562 0.712  -0.160
C: -3.756 -1.335 -0.603  -0.857
C: -2.479 -0.865 -0.835  0.049
N: -1.606 -0.654 0.150  0.351
H: 3.953 -2.208 -4.566  0.392
H: 2.994 0.064 -4.355  0.424
H: 1.930 0.774 -2.234  0.344
H: 2.763 -3.054 -0.532  0.470
H: 3.834 -3.769 -2.643  0.371
H: 4.293 -1.055 0.559  0.477
H: 5.123 -1.013 2.854  0.413
H: 3.624 -0.653 4.791  0.408
H: 1.179 -0.404 4.429  0.505
H: -3.507 -1.483 2.781  0.532
H: -5.138 -1.936 0.929  0.419
H: -4.431 -1.505 -1.430  0.420
H: -2.135 -0.630 -1.835  0.444
O: 0.022 1.526 0.019  1.348
Si: 0.009 3.123 -0.045  -0.447
C: -1.287 3.802 1.137  0.690
C: -2.034 2.915 1.916  -0.037
C: -3.000 3.366 2.807  -0.587
C: -3.242 4.726 2.936  -0.554
C: -2.512 5.628 2.173  -0.724
C: -1.548 5.168 1.287  -0.412
C: -0.403 3.635 -1.809  0.813
C: -0.511 4.966 -2.227  -0.226
C: -0.811 5.289 -3.543  -0.790
C: -1.010 4.282 -4.478  -0.467
C: -0.907 2.954 -4.088  -0.737
C: -0.607 2.640 -2.768  0.313
C: 1.697 3.800 0.431  0.481
C: 2.703 2.907 0.806  0.075
C: 3.967 3.350 1.175  -0.460
C: 4.253 4.708 1.173  -0.566
C: 3.269 5.616 0.800  -0.758
C: 2.009 5.164 0.434  -0.359
H: -1.851 1.851 1.826  0.287
H: -3.562 2.656 3.402  0.437
H: -3.994 5.082 3.629  0.369
H: -2.694 6.692 2.269  0.405
H: -0.993 5.897 0.707  -0.002
H: -0.360 5.774 -1.519  0.013
H: -0.890 6.328 -3.840  0.410
H: -1.243 4.531 -5.505  0.369
H: -1.059 2.164 -4.814  0.421
H: -0.524 1.601 -2.468  0.008
H: 2.490 1.845 0.804  0.316
H: 4.727 2.634 1.463  0.458
H: 5.237 5.059 1.457  0.370
H: 3.486 6.677 0.794  0.406
H: 1.263 5.897 0.148  -0.007

The calculation puts the HOMO energy at -7.416 eV. Its largest force on an atom is 0.49 eV Å⁻¹. The calculated total energy comes out at -53041.5813 eV. As for the orbital gap: 6.1 eV.



# 3
The following is a quantum chemistry calculation of a cluster of 2 separate species, C3H5NOS in total in a non-equilibrium geometry, from OMol25.

Each line ends with the Mulliken charge.
CARTESIAN COORDINATES (ANGSTROEM)
N: 3.014 1.076 -0.802  -0.423
C: 2.761 0.263 0.073  0.445
S: 2.518 -1.064 0.848  -0.297
H: 3.483 1.916 -0.802  0.268
C: -2.026 0.131 -0.216  -0.836
C: -1.203 -0.868 0.532  0.203
O: -0.302 -0.644 1.263  -0.427
H: -1.453 0.551 -0.989  0.273
H: -2.887 -0.432 -0.571  0.273
H: -2.336 1.039 0.334  0.280
H: -1.570 -1.969 0.330  0.240

The calculation puts the HOMO energy at -9.124 eV. Its largest force on an atom is 3.41 eV Å⁻¹. The SMILES is N=C=S.CC=O. Its relative energy (zero: lowest compared OMol25 entry of this formula, charge and spin) is 41.9 kcal/mol. The calculated total energy comes out at -17563.4496 eV. As for the orbital gap: 9.9 eV.



# 4
The following is a quantum chemistry calculation of a cluster of 2 separate species, C3H9NS in total in a non-equilibrium geometry, from OMol25.

Each line ends with the Mulliken charge.
CARTESIAN COORDINATES (ANGSTROEM)
C: 0.745 -2.484 -0.377  -0.646
S: 1.384 -2.026 1.257  -0.563
H: 0.257 -3.443 -0.306  0.263
H: 0.029 -1.805 -0.810  0.069
H: 1.619 -2.668 -1.021  0.206
C: -0.582 1.058 -0.869  -0.515
C: 0.008 1.676 1.369  -0.191
N: -0.867 1.640 0.417  -0.021
H: -0.202 1.705 -1.652  0.293
H: -1.507 0.689 -1.355  0.332
H: 0.065 0.194 -0.702  -0.044
H: 1.044 1.489 1.089  0.249
H: -0.174 2.051 2.363  0.280
H: -1.819 1.926 0.596  0.290

The calculation puts the HOMO energy at -6.017 eV. Its largest force on an atom is 1.96 eV Å⁻¹. Its relative energy (zero: lowest compared OMol25 entry of this formula, charge and spin) is 86.0 kcal/mol. The calculated total energy comes out at -15578.6021 eV. As for the orbital gap: 4.6 eV.



Q: Number 1 is which compound?
A: C32H36F4N6OPdTe



Q: What is the formula in the second record?
A: C35H28BeN4OSi



Q: Number 2 is which compound?
A: C35H28BeN4OSi



Copy entry 4 word for word.
The following is a quantum chemistry calculation of a cluster of 2 separate species, C3H9NS in total in a non-equilibrium geometry, from OMol25.

Each line ends with the Mulliken charge.
CARTESIAN COORDINATES (ANGSTROEM)
C: 0.745 -2.484 -0.377  -0.646
S: 1.384 -2.026 1.257  -0.563
H: 0.257 -3.443 -0.306  0.263
H: 0.029 -1.805 -0.810  0.069
H: 1.619 -2.668 -1.021  0.206
C: -0.582 1.058 -0.869  -0.515
C: 0.008 1.676 1.369  -0.191
N: -0.867 1.640 0.417  -0.021
H: -0.202 1.705 -1.652  0.293
H: -1.507 0.689 -1.355  0.332
H: 0.065 0.194 -0.702  -0.044
H: 1.044 1.489 1.089  0.249
H: -0.174 2.051 2.363  0.280
H: -1.819 1.926 0.596  0.290

The calculation puts the HOMO energy at -6.017 eV. Its largest force on an atom is 1.96 eV Å⁻¹. Its relative energy (zero: lowest compared OMol25 entry of this formula, charge and spin) is 86.0 kcal/mol. The calculated total energy comes out at -15578.6021 eV. As for the orbital gap: 4.6 eV.